# C21H29BCl51N

A cluster of 18 separate species, C21H29BCl51N in total in a non-equilibrium geometry (the ωB97M-V functional and the def2-TZVPD basis, OMol25).

Structure (XYZ):
```
103
C21H29BCl51N | OMol25 | the ωB97M-V functional and the def2-TZVPD basis
Cl -2.97 -3.21 0.15
Cl -4.25 -2.09 -2.85
Cl 4.04 4.12 -8.25
Cl 4.09 -1.50 12.52
Cl 4.74 1.71 6.15
Cl 5.25 1.08 8.95
Cl 6.37 6.76 3.00
Cl -1.04 -14.50 -8.04
Cl 2.95 0.67 14.08
Cl -0.10 -3.95 8.27
Cl -5.92 -13.12 -5.61
Cl -8.33 -10.43 -2.73
Cl -8.22 -12.95 -7.39
Cl -1.82 -2.99 6.12
Cl 1.47 12.14 -8.73
Cl -3.40 0.15 -4.50
Cl -6.51 1.84 -1.58
Cl -1.68 -0.81 -2.36
Cl 4.54 7.09 0.75
Cl -2.24 -0.57 4.55
Cl -0.66 -2.06 1.50
Cl -0.51 1.79 -5.79
Cl -10.15 -11.09 -0.56
Cl 5.54 9.56 -9.83
Cl -0.60 4.06 -7.62
Cl 1.59 3.03 10.35
Cl -3.07 2.91 -6.60
Cl 1.38 10.65 -11.23
Cl -7.11 -3.73 -1.40
Cl 8.44 9.87 -9.77
Cl 3.61 6.76 -9.41
Cl -4.79 0.87 0.56
Cl 5.28 1.15 12.41
Cl 7.05 2.85 7.51
Cl 0.33 0.71 5.04
Cl 2.01 1.99 7.67
Cl 1.19 9.24 -8.69
Cl -2.67 -5.23 7.78
Cl -1.39 1.67 2.89
Cl -2.18 -16.21 -5.97
Cl 5.94 9.40 1.85
Cl -8.41 -14.44 -4.89
Cl 2.22 4.45 -10.50
Cl -2.46 -3.84 2.95
Cl 7.11 8.22 -7.77
Cl -5.03 -5.53 -2.37
Cl -7.36 -0.40 0.07
Cl 0.87 0.28 9.73
Cl -7.17 -6.55 -0.69
Cl -1.46 -13.45 -5.35
Cl -10.63 -8.73 -2.20
N 2.62 4.46 4.91
C 0.98 1.93 9.11
C -5.97 0.42 -0.68
C 2.66 2.41 3.21
C 2.16 3.94 3.55
C 3.77 0.24 12.57
C -2.07 -14.55 -6.60
C -0.85 0.25 3.80
C -2.86 -1.27 -3.59
C 4.07 3.12 0.94
C 5.99 1.44 7.38
C -9.40 -9.78 -1.48
C -1.72 -3.48 1.38
C -6.74 -5.38 -1.94
C 5.20 7.84 2.22
C 4.06 2.31 2.37
C 1.90 10.62 -9.54
C -1.41 2.57 -7.10
C 7.08 8.77 -9.45
C 2.87 5.20 -9.03
C -1.28 -4.41 7.03
C -7.69 -13.04 -5.70
B 4.06 4.93 4.89
H 4.25 1.16 2.15
H 4.93 2.65 3.08
H 4.59 5.08 5.96
H 4.68 5.24 3.94
H 4.09 2.32 0.06
H -8.80 -9.18 -0.79
H -1.44 1.88 -7.95
H 2.04 5.37 -8.33
H -0.81 -5.10 6.34
H -8.02 -12.14 -5.18
H 4.37 8.01 2.92
H 5.08 3.76 0.91
H 3.18 3.86 0.79
H 3.12 0.50 11.74
H 7.19 7.90 -10.11
H 2.81 1.88 4.26
H -5.50 -0.28 -1.37
H -0.03 2.26 8.82
H -2.39 -1.97 -4.29
H 2.45 3.74 5.65
H -7.34 -5.59 -2.83
H 6.59 0.58 7.08
H 1.81 1.82 2.62
H -1.12 -4.34 1.08
H 2.99 10.52 -9.52
H 0.97 3.88 3.62
H -3.08 -14.23 -6.88
H -0.38 -0.45 3.11
H 2.38 4.70 2.67
```

Its HOMO energy is -9.679 eV. As for the LUMO energy: 0.047 eV.

Löwdin atomic charge list, values in e, 4 entries: number 1, Cl, carries 0.50; number 2, Cl, carries 0.50; number 3, Cl, carries 0.52; number 4, Cl, carries 0.52